Entry 1:
A gas-phase ion, C10H7INO (charge +1). Source: the OMol25 dataset; level of theory: ωB97M-V with the def2-TZVPD basis set.

Results
- Total energy: -812.61232 hartree
- HOMO level: -12.776 eV
- Charge: +1
- ΔE to the lowest compared entry with this formula, charge and spin: 1.304 eV
- Kohn-Sham gap: 0.275 Ha

Structure (XYZ):
```
20
C10H7INO, DFT ωB97M-V with the def2-TZVPD basis set
C -1.2987 2.3038 0.6002
C -0.7975 -2.6063 0.1192
C -1.8025 1.0439 0.8171
C -1.6071 -1.5298 0.5331
C -0.0118 2.4136 0.1022
C 0.4902 -2.3018 -0.3900
C -1.2079 -0.1490 0.4755
C 0.0628 0.0109 -0.2131
C 0.6402 1.2741 -0.3141
C 2.6313 0.3039 -1.1685
N 0.8026 -1.0465 -0.6608
O 1.8036 1.2761 -1.0696
I 3.9863 -0.2383 0.4170
H -1.8713 3.1298 0.9189
H -1.1369 -3.5535 0.3018
H -2.7385 0.9438 1.3466
H -2.6263 -1.5813 1.0329
H 0.3724 3.3893 -0.0435
H 1.0700 -3.1650 -0.7579
H 3.2390 0.0823 -2.0470
```

These are the Löwdin partial charges, in e, on atoms 1 to 5: number 1, C, carries -0.0185; number 2, C, carries 0.0024; number 3, C, carries -0.0190; number 4, C, carries 0.0519; number 5, C, carries 0.0484

Entry 2:
A molecular structure, C26H26GeNO7P2S2Ti. Source: the OMol25 dataset; level of theory: ωB97M-V with the def2-TZVPD basis set.

Results
- Total energy: -5993.67593 hartree
- 2S+1: 2
- HOMO level (spin up / spin down): -7.566 / -8.014 eV
- <S²>: 0.766
- Kohn-Sham gap (spin up / spin down): 0.246 / 0.212 Ha

Structure (XYZ):
```
66
C26H26GeNO7P2S2Ti, DFT ωB97M-V with the def2-TZVPD basis set
Ti 0.0993 1.2073 0.8382
O 0.1431 3.4201 3.9721
P 0.8180 2.0050 3.6573
O 1.2961 1.3166 4.8560
O -0.1786 1.2690 2.7319
O 1.9799 2.4630 2.6347
P 2.9020 1.4555 1.7432
O 2.8247 0.0932 2.5676
O 4.2147 2.0400 1.5290
O 1.9791 1.1267 0.5364
H 0.2558 3.6187 4.9097
H 3.2624 0.1480 3.4284
S -0.1282 1.3470 -1.5548
C -1.8324 1.5252 -1.8914
C -2.2486 1.8349 -3.1893
C -3.5940 1.9000 -3.4964
C -4.5478 1.6416 -2.5132
C -4.1505 1.3269 -1.2292
C -2.7931 1.2785 -0.9013
S -2.3101 0.8712 0.7236
H -1.4947 2.0172 -3.9443
H -3.9058 2.1456 -4.5031
H -5.6012 1.6807 -2.7572
H -4.8806 1.1116 -0.4597
C -0.3096 6.6056 2.0443
C -0.8402 5.9330 0.7733
C -0.5682 4.5056 0.7681
N -0.3319 3.3880 0.7816
H -0.5636 7.6633 2.0266
H 0.7723 6.5064 2.1108
H -0.7482 6.1512 2.9305
H -0.3788 6.3592 -0.1190
H -1.9200 6.0605 0.6815
C -0.9636 -1.8377 2.4655
Ge -0.3091 -1.4842 0.6412
C -1.3918 -2.4959 -0.6382
C -2.1317 -1.9715 -1.6909
C -2.8408 -2.8125 -2.5389
C -2.8131 -4.1856 -2.3443
C -2.0691 -4.7190 -1.3014
C -1.3600 -3.8780 -0.4557
C 1.5279 -2.1665 0.5230
C 2.0935 -2.6345 1.6808
C 3.3706 -3.2307 1.6816
C 4.0777 -3.3327 0.5203
C 3.5372 -2.8611 -0.7002
C 4.2580 -2.9668 -1.9135
C 3.7226 -2.5188 -3.0862
C 2.4350 -1.9469 -3.0998
C 1.7165 -1.8323 -1.9435
C 2.2435 -2.2747 -0.7075
H -1.0223 -2.9176 2.6149
H -1.9585 -1.4116 2.5762
H -0.3046 -1.4006 3.2137
H -2.1541 -0.9072 -1.8635
H -3.4121 -2.3866 -3.3544
H -3.3649 -4.8397 -3.0071
H -2.0351 -5.7901 -1.1479
H -0.7681 -4.3073 0.3467
H 1.5687 -2.5351 2.6229
H 3.7870 -3.5943 2.6123
H 5.0660 -3.7772 0.5134
H 5.2459 -3.4116 -1.8925
H 4.2826 -2.6033 -4.0085
H 2.0138 -1.5948 -4.0328
H 0.7313 -1.3900 -1.9713
```

These are the Löwdin partial charges, in e, on atoms 1 to 5: number 1, Ti, carries 0.5261; number 2, O, carries -0.1014; number 3, P, carries 0.2318; number 4, O, carries -0.2390; number 5, O, carries -0.4145

Entry 3:
A molecular structure, C36H51N3NaO2P2Se2. Source: the OMol25 dataset; level of theory: ωB97M-V with the def2-TZVPD basis set.

Results
- Total energy: -7364.86617 hartree
- HOMO level: -10.258 eV
- Charge: +1
- ΔE to the lowest compared entry with this formula, charge and spin: 0.000 eV
- Kohn-Sham gap: 0.279 Ha

Structure (XYZ):
```
97
C36H51N3NaO2P2Se2, DFT ωB97M-V with the def2-TZVPD basis set
Na -1.0563 0.1595 0.1984
C 1.4706 1.8855 -2.7102
P 1.0623 0.4803 -1.6155
C 2.6497 0.3064 -0.6738
N 3.7113 0.8203 -1.2418
C 4.8832 0.8141 -0.5589
C 6.0446 1.3640 -1.1491
C 7.2158 1.3682 -0.4499
C 7.2803 0.8316 0.8596
C 6.1726 0.2970 1.4496
C 4.9479 0.2779 0.7423
N 3.8393 -0.2430 1.3256
C 2.7166 -0.2488 0.6540
P 1.2242 -0.9324 1.5315
C 1.1638 0.2578 2.9297
C 1.8093 -2.5081 2.3606
C 2.4557 -3.4177 1.3146
C 0.5277 -3.1762 2.8755
C 2.7682 -2.3030 3.5333
C 1.0897 -0.9758 -2.7934
C 0.8358 -2.2422 -1.9773
C 2.3964 -1.1331 -3.5672
C -0.0750 -0.7572 -3.7654
H 2.3285 1.6838 -3.3469
H 1.7019 2.7539 -2.0996
H 0.5969 2.1169 -3.3206
H 5.9683 1.7705 -2.1487
H 8.1095 1.7858 -0.8940
H 8.2220 0.8484 1.3918
H 6.1975 -0.1198 2.4479
H 0.4707 -0.1113 3.6875
H 0.7881 1.2129 2.5558
H 2.1487 0.3981 3.3748
H 1.7766 -3.6208 0.4845
H 2.7039 -4.3766 1.7759
H 3.3783 -2.9888 0.9205
H -0.1522 -3.4112 2.0562
H -0.0040 -2.5416 3.5893
H 0.7843 -4.1056 3.3900
H 3.6692 -1.7743 3.2320
H 3.0533 -3.2834 3.9242
H 2.2961 -1.7544 4.3493
H 1.6443 -2.4174 -1.2662
H 0.7904 -3.1077 -2.6444
H -0.1062 -2.1928 -1.4230
H 3.2363 -1.3349 -2.9018
H 2.6389 -0.2508 -4.1586
H 2.3050 -1.9767 -4.2571
H -1.0104 -0.5614 -3.2319
H -0.2135 -1.6529 -4.3767
H 0.1118 0.0771 -4.4426
C 2.7462 3.3890 2.4742
Se 1.7161 3.4445 0.8286
C 0.3342 4.6847 1.4145
C -0.6785 4.1209 2.3891
Se -1.8058 2.7527 1.5675
C -2.9012 2.4177 3.1336
H 3.6035 2.7444 2.2853
H 2.1645 2.9729 3.2928
H 3.0961 4.3880 2.7230
H -0.1569 5.0254 0.5018
H 0.8371 5.5461 1.8541
H -1.3458 4.9199 2.7144
H -0.1992 3.6962 3.2717
H -3.4287 3.3245 3.4177
H -2.2860 2.0622 3.9569
H -3.6226 1.6514 2.8586
C -4.1060 -1.8426 -3.3836
O -4.6073 -1.5794 -2.0812
C -4.0198 -2.1952 -1.0359
C -2.9605 -3.0911 -1.1317
C -2.4523 -3.6962 0.0104
C -2.9920 -3.4211 1.2571
C -4.0411 -2.5196 1.3551
C -4.5403 -1.8962 0.2256
N -5.6457 -1.0141 0.3687
C -5.9461 0.1337 -0.2288
C -5.1962 1.0104 -1.0013
C -5.9311 2.0034 -1.7271
C -5.3201 2.8471 -2.5931
C -3.9105 2.7510 -2.7644
C -3.1613 1.8634 -2.0584
C -3.7547 0.9778 -1.0952
O -3.0555 0.2576 -0.3329
H -4.7105 -1.2459 -4.0598
H -4.2069 -2.8997 -3.6372
H -3.0597 -1.5404 -3.4674
H -2.5364 -3.3286 -2.0965
H -1.6359 -4.4008 -0.0853
H -2.6085 -3.9044 2.1443
H -4.4690 -2.2756 2.3204
H -6.3900 -1.3999 0.9302
H -6.9854 0.4094 -0.0762
H -7.0059 2.0469 -1.5904
H -5.8868 3.5792 -3.1496
H -3.4216 3.4179 -3.4646
H -2.0837 1.8219 -2.1748
```

These are the Löwdin partial charges, in e, on atoms 1 to 5: number 1, Na, carries 0.0841; number 2, C, carries -0.2587; number 3, P, carries 1.0171; number 4, C, carries -0.4154; number 5, N, carries 0.1397

Entry 4:
A molecular structure, C43H38NO3P2SSiTc. Source: the OMol25 dataset; level of theory: ωB97M-V with the def2-TZVPD basis set.

Results
- Total energy: -3393.10059 hartree
- 2S+1: 3
- HOMO level (spin up / spin down): -7.446 / -8.035 eV
- ΔE to the lowest compared entry with this formula, charge and spin: 0.807 eV
- <S²>: 2.023
- Kohn-Sham gap (spin up / spin down): 0.288 / 0.253 Ha

Structure (XYZ):
```
90
C43H38NO3P2SSiTc, DFT ωB97M-V with the def2-TZVPD basis set
Tc 0.3406 0.5131 -0.3558
C -1.8256 -2.0275 -2.4000
Si -1.0472 -1.4827 -0.7179
C 0.0565 -3.0100 -0.3412
C -0.4465 -4.2965 -0.2085
C 0.3925 -5.3987 -0.2116
C 1.7545 -5.2287 -0.3983
C 2.2819 -3.9515 -0.5000
C 1.4440 -2.8460 -0.4392
P 2.0650 -1.1334 -0.3438
C 2.5858 -1.0830 1.4342
C 2.5888 -2.1607 2.3096
C 2.9525 -1.9870 3.6355
C 3.3060 -0.7333 4.1021
C 3.3218 0.3467 3.2322
C 2.9787 0.1674 1.9066
C 3.7745 -0.9586 -0.9592
C 4.8318 -1.6041 -0.3222
C 6.1381 -1.2975 -0.6534
C 6.4049 -0.3549 -1.6337
C 5.3581 0.2903 -2.2716
C 4.0504 0.0062 -1.9197
C -2.6196 -1.1501 0.3280
C -3.5311 -2.1465 0.6464
C -4.7286 -1.8564 1.2767
C -5.0333 -0.5428 1.5963
C -4.1391 0.4668 1.2871
C -2.9300 0.1704 0.6652
P -1.7928 1.5305 0.2096
C -3.0340 2.6363 -0.5537
C -3.3896 3.8658 -0.0135
C -4.4020 4.6159 -0.5863
C -5.0670 4.1510 -1.7069
C -4.7057 2.9323 -2.2607
C -3.6986 2.1804 -1.6874
C -1.4084 2.4619 1.7327
C -0.5456 3.5415 1.5484
C -0.0918 4.2661 2.6315
C -0.4874 3.9148 3.9132
C -1.3471 2.8468 4.1007
C -1.8033 2.1150 3.0165
H -2.5881 -2.7790 -2.2199
H -1.0656 -2.4638 -3.0379
H -2.2905 -1.2022 -2.9302
H -1.5119 -4.4440 -0.1093
H -0.0164 -6.3928 -0.0966
H 2.4122 -6.0859 -0.4551
H 3.3444 -3.8144 -0.6442
H 2.2922 -3.1421 1.9655
H 2.9465 -2.8360 4.3043
H 3.5629 -0.5953 5.1419
H 3.5866 1.3312 3.5914
H 3.0069 1.0028 1.2185
H 4.6405 -2.3249 0.4603
H 6.9483 -1.7838 -0.1282
H 7.4268 -0.1177 -1.8913
H 5.5492 1.0313 -3.0345
H 3.2308 0.5404 -2.3786
H -3.3058 -3.1674 0.3744
H -5.4285 -2.6483 1.5089
H -5.9713 -0.3042 2.0774
H -4.3829 1.4950 1.5223
H -2.8830 4.2389 0.8642
H -4.6622 5.5698 -0.1495
H -5.8602 4.7393 -2.1470
H -5.2123 2.5751 -3.1458
H -3.4218 1.2278 -2.1171
H -0.2342 3.7936 0.5433
H 0.5785 5.0986 2.4823
H -0.1182 4.4704 4.7625
H -1.6609 2.5680 5.0970
H -2.4556 1.2700 3.1886
O -1.0221 2.2940 -2.8264
C -0.3626 1.3835 -3.2715
C -0.2651 0.9498 -4.7268
C 0.6188 -0.2895 -4.6859
C 0.9375 -0.4529 -3.2117
O 1.5910 -1.3688 -2.7209
N 0.3832 0.5393 -2.4913
H 0.1484 1.7552 -5.3300
H -1.2692 0.7418 -5.0927
H 1.5450 -0.1915 -5.2501
H 0.1138 -1.1855 -5.0432
S 2.4257 3.2893 -0.7287
C 1.4894 2.0614 -0.5180
C -0.2692 -0.8559 2.4629
O -0.1587 0.1130 1.5069
H -1.3069 -0.9321 2.8241
H 0.3769 -0.6233 3.3213
H 0.0154 -1.8478 2.0767
```

These are the Löwdin partial charges, in e, on atoms 1 to 5: number 1, Tc, carries 0.9419; number 2, C, carries -0.1687; number 3, Si, carries 0.6548; number 4, C, carries -0.2801; number 5, C, carries -0.0883